# C27H60BN4O9P

3 unconnected molecules or ions with the total composition C27H60BN4O9P at a distorted geometry (ωB97M-V/def2-TZVPD, the Open Molecules 2025 dataset).

Each atom is followed by the atoms it is bonded to, with distances in Å.
Geometry (Å):
1 P 0.859 2.827 1.721  O4 1.650, O6 1.626, C23 1.879
2 O -5.279 -4.981 -1.835  C30 1.418, C35 1.416
3 O 2.489 0.025 -0.818  C22 1.205
4 O -0.007 3.554 2.923  P1 1.650, H49 0.965
5 O -1.924 1.084 0.084  C24 1.421, C34 1.422
6 O 0.166 3.539 0.433  P1 1.626, H48 0.971
7 O 5.522 5.902 1.526  B42 1.396, H78 0.964
8 O 4.957 4.341 4.059  C17 1.198
9 O -9.675 -4.160 -2.786  C33 1.423, C36 1.414
10 O -2.269 -3.445 0.398  C15 1.414, C21 1.426
11 N -2.714 -1.377 -1.667  C32 1.460, C37 1.458, H47 1.012
12 N -7.806 -6.456 -2.931  C19 1.457, C40 1.459, H93 1.012
13 N 4.179 3.226 -1.667  C16 1.455, C41 1.444, H69 1.007
14 N 2.934 3.604 3.173  C17 1.428, C23 1.468, H45 1.014
15 C -3.629 -3.592 0.755  O10 1.414, H61 1.089, H71 1.092, H96 1.096
16 C 3.575 3.826 -0.487  N13 1.455, C38 1.551, H76 1.091, H89 1.093
17 C 4.336 3.870 3.149  O8 1.198, N14 1.428, C29 1.536
18 C 3.473 1.572 0.708  C22 1.518, C38 1.539, H85 1.091, H102 1.087
19 C -8.889 -6.295 -1.970  N12 1.457, C33 1.513, H73 1.094, H86 1.099
20 C 5.295 1.175 3.265  C25 1.551, C26 1.553, C31 1.553, H72 1.088
21 C -2.034 -3.629 -0.996  O10 1.426, C32 1.513, H79 1.094, H98 1.094
22 C 2.497 1.145 -0.374  O3 1.205, C18 1.518, H57 1.107
23 C 2.520 3.706 1.769  P1 1.879, N14 1.468, C38 1.594, C39 1.547
24 C -1.383 0.747 -1.187  O5 1.421, C37 1.524, H83 1.095, H94 1.097
25 C 5.873 1.433 4.681  C20 1.551, H56 1.088, H80 1.091, H82 1.089
26 C 5.706 -0.252 2.812  C20 1.553, H75 1.091, H90 1.091, H100 1.091
27 C 7.393 4.346 0.803  C28 1.540, B42 1.580, H51 1.101, H58 1.089
28 C 7.992 5.558 0.066  C27 1.540, H53 1.090, H74 1.090, H101 1.090
29 C 4.915 3.406 1.804  C17 1.536, C31 1.572, C38 1.576, B42 1.615
30 C -6.148 -3.861 -1.835  O2 1.418, H60 1.093, H65 1.093, H70 1.091
31 C 5.829 2.199 2.225  C20 1.553, C29 1.572, H46 1.089, H50 1.091
32 C -1.607 -2.329 -1.642  N11 1.460, C21 1.513, H67 1.099, H68 1.094
33 C -10.040 -5.518 -2.571  O9 1.423, C19 1.513, H95 1.094, H97 1.094
34 C -1.772 0.086 1.086  O5 1.422, H63 1.092, H84 1.090, H92 1.093
35 C -5.833 -6.183 -1.330  O2 1.416, C40 1.525, H64 1.097, H81 1.094
36 C -9.617 -3.781 -4.147  O9 1.414, H62 1.094, H88 1.089, H99 1.095
37 C -2.342 -0.029 -2.082  N11 1.458, C24 1.524, H52 1.093, H66 1.095
38 C 3.684 3.088 0.872  C16 1.551, C18 1.539, C23 1.594, C29 1.576
39 C 2.240 5.212 1.554  C23 1.547, H44 1.091, H77 1.091, H87 1.088
40 C -6.578 -7.010 -2.373  N12 1.459, C35 1.525, H43 1.093, H91 1.095
41 C 5.537 2.740 -1.591  N13 1.444, H54 1.091, H55 1.096, H59 1.092
42 B 5.934 4.578 1.362  O7 1.396, C27 1.580, C29 1.615
43 H -5.892 -7.185 -3.206  C40 1.093
44 H 3.106 5.833 1.789  C39 1.091
45 H 2.674 2.757 3.668  N14 1.014
46 H 6.756 2.596 2.637  C31 1.089
47 H -3.122 -1.331 -0.742  N11 1.012
48 H -0.742 3.207 0.342  O6 0.971
49 H 0.324 3.267 3.782  O4 0.965
50 H 6.128 1.684 1.311  C31 1.091
51 H 8.014 4.193 1.699  C27 1.101
52 H -3.263 0.552 -2.165  C37 1.093
53 H 7.391 5.865 -0.790  C28 1.090
54 H 6.226 3.585 -1.564  C41 1.091
55 H 5.741 2.053 -0.761  C41 1.096
56 H 6.520 2.308 4.698  C25 1.088
57 H 1.760 1.892 -0.729  C22 1.107
58 H 7.500 3.427 0.228  C27 1.089
59 H 5.764 2.201 -2.513  C41 1.092
60 H -6.866 -3.902 -1.011  C30 1.093
61 H -3.697 -3.548 1.842  C15 1.089
62 H -10.561 -3.993 -4.658  C36 1.094
63 H -0.862 -0.498 0.934  C34 1.092
64 H -6.448 -5.975 -0.446  C35 1.097
65 H -6.686 -3.772 -2.782  C30 1.093
66 H -1.910 -0.082 -3.086  C37 1.095
67 H -0.740 -1.948 -1.086  C32 1.099
68 H -1.286 -2.529 -2.668  C32 1.094
69 H 3.555 2.605 -2.156  N13 1.007
70 H -5.532 -2.967 -1.722  C30 1.091
71 H -4.023 -4.552 0.413  C15 1.092
72 H 4.208 1.159 3.311  C20 1.088
73 H -9.246 -7.285 -1.670  C19 1.094
74 H 9.017 5.344 -0.235  C28 1.090
75 H 6.727 -0.470 3.129  C26 1.091
76 H 2.510 3.894 -0.710  C16 1.091
77 H 1.453 5.490 2.257  C39 1.091
78 H 5.380 6.324 0.671  O7 0.964
79 H -2.922 -4.035 -1.488  C21 1.094
80 H 5.073 1.606 5.402  C25 1.091
81 H -4.984 -6.782 -0.987  C35 1.094
82 H 6.453 0.579 5.029  C25 1.089
83 H -1.171 1.699 -1.685  C24 1.095
84 H -1.697 0.600 2.045  C34 1.090
85 H 3.055 1.174 1.634  C18 1.091
86 H -8.570 -5.762 -1.063  C19 1.099
87 H 1.859 5.451 0.564  C39 1.088
88 H -9.437 -2.708 -4.178  C36 1.089
89 H 3.912 4.863 -0.409  C16 1.093
90 H 5.694 -0.357 1.725  C26 1.091
91 H -6.805 -7.990 -1.940  C40 1.095
92 H -2.634 -0.583 1.129  C34 1.093
93 H -7.598 -5.554 -3.342  N12 1.012
94 H -0.421 0.236 -1.064  C24 1.097
95 H -10.877 -5.527 -1.867  C33 1.094
96 H -4.242 -2.787 0.336  C15 1.096
97 H -10.377 -5.983 -3.502  C33 1.094
98 H -1.226 -4.359 -1.100  C21 1.094
99 H -8.805 -4.289 -4.679  C36 1.095
100 H 5.045 -1.016 3.223  C26 1.091
101 H 8.043 6.393 0.766  C28 1.090
102 H 4.398 1.040 0.500  C18 1.087

Relative energy (zero: lowest compared OMol25 entry of this formula, charge and spin), kcal per mole: 0.00
Orbital gap, hartree: 0.335
Electronic energy, eV: -63323.8876
SMILES: CCB(O)[C@@]1(CC(C)C)C(=O)N[C@](C)(P(O)O)[C@@]1(CC=O)CNC.COCCNCCOC.COCCNCCOC
LUMO, eV: 0.48

These are the Löwdin partial charges, in e, on atoms 1 to 5: 0.893 -0.207 0.057 -0.254 -0.207